No. 1
C45H44ClFN4O5PS2SiSr | ωB97M-V/def2-TZVPD

```
105
Properties=species:S:1:pos:R:3:forces:R:3
Sr 14.13826 12.40011 10.05145 -0.3006 0.8930 -0.0424
Cl 13.23921 14.95719 12.96924 -0.0795 -0.1853 0.1701
C 14.46112 16.12750 13.41173 -0.8635 -1.0013 -0.1202
C 14.88024 16.17436 14.72463 0.4241 0.5752 1.0858
C 15.82482 17.13762 15.09979 -0.0458 -0.3457 -0.3067
C 16.37468 17.94234 14.09483 -0.0913 -0.2233 0.3425
C 15.93748 17.83223 12.77335 0.0396 0.2364 0.1292
C 14.92250 16.94018 12.39953 0.9635 1.0493 0.3131
P 14.27324 16.79513 10.69737 -0.4127 -0.1289 -0.2594
C 12.64052 17.60991 10.89388 -0.2940 0.0761 -0.2650
C 12.25132 18.41563 11.97180 0.6115 -1.4114 -0.2365
C 10.99692 18.97386 11.96274 -0.1486 0.7596 0.3981
C 10.15277 18.81485 10.90173 -0.9543 -0.2312 -0.8417
C 10.54456 18.05256 9.79401 -1.7401 0.3500 0.5792
C 11.75705 17.43961 9.80738 1.3956 -0.4103 -0.3075
C 15.11787 18.18027 9.83409 0.7349 -0.7103 0.3416
C 14.80302 19.50880 10.05653 0.7183 -0.1284 -0.8264
C 15.52333 20.46912 9.37569 0.6867 0.0595 -0.1172
C 16.59354 20.12960 8.54352 -0.0449 -0.1695 -0.2229
C 16.96634 18.79108 8.35316 -0.6856 1.2068 0.6017
C 16.21311 17.83904 9.01759 -0.0747 -0.4977 -0.0217
H 14.48420 15.52868 15.51649 -0.0694 0.0708 -0.6846
H 16.12648 17.19997 16.16304 -0.0838 0.0741 -0.8682
H 17.15377 18.64596 14.36695 -0.0626 0.0528 -0.1877
H 16.37733 18.47544 12.01311 -0.0488 -0.1058 0.1872
H 12.87587 18.43270 12.86065 0.0241 0.3625 -0.1306
H 10.65739 19.59381 12.76846 -0.0076 0.0951 0.5481
H 9.13282 19.21943 10.96778 0.5245 -0.0709 -0.1925
H 9.79207 17.84265 9.02977 0.4869 0.1291 -0.0540
H 12.04135 16.82069 8.94518 -0.0076 0.1827 0.5160
H 14.04907 19.80872 10.74500 -0.5747 0.0439 0.3214
H 15.29439 21.49609 9.57750 -0.0353 0.5062 -0.1673
H 17.14577 20.90261 8.01714 -0.0749 0.0373 0.1555
H 17.83047 18.56928 7.74496 -0.0493 -0.2784 -0.0414
H 16.50745 16.79557 8.91442 -0.2804 0.0592 0.0594
C 19.04065 13.84101 9.11158 0.4683 -0.2942 0.3462
Si 17.98943 13.29808 10.58000 0.2994 0.0250 -0.3918
C 19.11213 12.68863 11.97024 -0.6742 1.4095 0.9687
C 17.22392 14.88082 11.14293 0.1208 0.4713 -0.1189
N 16.71247 12.25607 10.14784 -0.0303 -2.0270 -0.1154
C 17.07340 10.93959 9.86166 0.6099 -0.2353 -0.2770
C 18.44505 10.47638 9.70419 -0.9252 -0.1137 -0.1502
C 18.77271 9.15809 9.39975 -0.1315 0.2105 0.1792
C 17.81403 8.16786 9.27416 -0.3475 0.0593 -0.0776
C 16.47804 8.53417 9.39151 0.4637 -0.0027 -0.1256
C 16.17607 9.84502 9.62696 -0.1913 0.5547 0.2136
F 14.78447 10.02982 9.62697 0.4399 0.7125 0.1908
H 19.87682 14.41795 9.53332 -0.2675 0.3276 -0.2201
H 18.38782 14.45475 8.46925 0.5235 -0.2384 -0.0407
H 19.53570 13.01234 8.58740 -0.4663 0.2389 -0.2538
H 19.69461 13.54129 12.37836 -0.0114 -0.2883 -0.4765
H 19.76943 11.88126 11.75355 0.4701 -0.6697 -0.0652
H 18.46272 12.44836 12.82901 0.1108 -0.3725 -0.3079
H 17.83301 15.76160 10.87149 -0.2474 -0.2825 0.1004
H 17.10979 14.87448 12.21742 -0.2635 0.1401 0.4072
H 16.24522 14.96416 10.66224 0.0412 0.1513 0.1198
H 19.25746 11.19034 9.78268 -0.2071 -0.0823 -0.0157
H 19.80109 8.86099 9.24753 0.2012 0.2327 0.0999
H 18.10666 7.16024 9.05014 -0.0024 -0.3272 -0.0328
H 15.62240 7.87276 9.27829 0.3333 -0.1059 -0.0053
C 7.42415 14.97250 9.10012 -0.9846 0.7349 0.2456
O 8.08731 15.01189 7.87411 -0.4486 0.0165 -0.2323
C 9.43442 14.85927 7.82599 0.5550 -0.2455 0.2204
C 9.92971 15.07424 6.52795 0.5424 -0.1577 0.6746
C 11.27025 14.94125 6.32751 0.2822 0.1389 -0.0088
C 12.15799 14.55032 7.33394 -0.1870 0.1042 0.6680
C 13.56731 14.43690 7.06517 -0.3360 -0.8516 0.8188
C 14.20921 15.29712 6.01636 -0.0502 -0.4551 0.1623
O 14.22448 13.61877 7.71753 0.8103 0.2893 -0.2805
C 11.68129 14.32812 8.68836 -0.2635 0.3168 -0.5375
O 12.41144 14.08726 9.69389 0.1001 0.0360 0.1010
C 10.27647 14.52470 8.87408 -0.4080 0.0963 -0.6078
H 6.32403 14.90710 8.92194 0.8988 -0.0768 -0.1168
H 7.59158 15.90192 9.65631 0.1289 -0.0477 0.1017
H 7.73576 14.14505 9.70208 0.1791 -0.6608 0.4199
H 9.24695 15.36635 5.77858 -0.5541 0.2019 -0.7920
H 11.69884 15.13315 5.35646 -0.1103 0.0510 -0.2778
H 13.92895 16.33636 6.13394 0.0063 0.1970 -0.0199
H 13.88893 14.94310 5.04602 -0.1322 0.0410 -0.4040
H 15.26796 15.14174 6.08692 0.5995 0.1466 0.0032
H 9.96374 14.39517 9.88788 -0.4366 -0.0133 0.4163
N 7.74347 13.86279 15.00894 -0.0969 -0.1491 1.2710
C 8.79897 13.03749 14.61732 0.5066 -0.4475 0.5415
C 9.51132 12.16579 15.48407 -0.2081 0.6063 -0.5878
C 10.61121 11.46753 14.98378 -0.1708 0.0235 -0.1101
C 10.92856 11.58833 13.62172 -0.5629 -0.6266 -0.1144
C 10.15525 12.36744 12.77602 0.7013 -0.3507 0.0025
C 9.12360 13.10585 13.28656 0.4434 -0.7148 -0.0808
S 11.97693 10.32859 12.92578 0.4143 0.1268 -0.4064
O 11.22756 9.09050 12.93916 -0.2652 0.1232 -0.4855
O 13.13217 10.34378 13.79402 0.3117 0.1498 -0.6080
N 12.33705 10.84771 11.42926 0.1052 -0.2200 0.2233
C 11.75416 10.51790 10.22798 0.1328 0.5324 0.2504
S 10.59020 9.28575 9.85672 -0.4129 -0.0845 0.0250
C 10.47380 9.84968 8.21667 0.5514 0.5764 -0.7803
C 11.37811 10.87791 8.03919 -1.0628 -0.8563 -0.0816
N 12.07131 11.23477 9.14219 0.2175 -0.4601 1.0869
H 7.75828 13.99718 16.02222 -0.2514 0.2775 -0.5791
H 7.77794 14.73475 14.49572 -0.1796 -0.0352 0.3432
H 9.14823 12.05406 16.50479 0.3438 0.0314 -0.0618
H 11.22224 10.79612 15.60586 -0.4763 0.3496 -0.2840
H 10.38129 12.37338 11.72106 0.0101 0.0359 -0.1597
H 8.46773 13.61055 12.63536 -0.5475 0.8904 -0.7255
H 9.79756 9.41832 7.45403 0.5802 0.2748 0.8280
H 11.55239 11.46391 7.13660 -0.1713 -0.3297 0.1323
```
Positions in Å, forces in eV/Å.

Values from the calculation:
E	-118495.71558	eV
net charge	-1
HOMO energy	-4.640	eV
LUMO level	2.20	eV
spin multiplicity	1
relative energy (zero: lowest compared OMol25 entry of this formula, charge and spin)	0.0	kJ/mol
gap between HOMO and LUMO	6.84	eV

Atomic partial charges in e from the Löwdin method, atoms 1 to 8: atom 1 (Sr): 1.49, atom 2 (Cl): 0.73, atom 3 (C): -0.66, atom 4 (C): -0.11, atom 5 (C): -0.08, atom 6 (C): -0.08, atom 7 (C): -0.08, atom 8 (C): -0.43


No. 2
C45H44F7NO3S | ωB97M-V/def2-TZVPD

```
101
Properties=species:S:1:pos:R:3:forces:R:3
C 0.93465 0.11749 2.70990 0.6585 -0.3559 0.2313
C 2.21423 -0.24327 3.50182 -0.2922 0.4517 -0.9142
C 3.41421 0.23605 2.65444 -0.3162 -0.5598 0.1308
N 4.56126 0.54730 3.48744 -0.1412 -1.1093 0.0293
O 5.58254 1.23068 2.80382 -0.3763 0.8845 0.5895
S 5.34558 2.84789 2.43397 -0.6612 0.0280 -1.2239
O 4.68414 2.90715 1.13678 0.5635 -0.0850 0.8491
O 4.13006 3.24676 3.47598 0.5956 -0.3175 0.0687
H 0.10492 -0.52640 2.96363 -0.1037 0.0396 0.1639
H 0.64835 1.16018 2.84485 0.0122 0.0160 -0.1095
H 1.17276 -0.06992 1.65922 -0.3304 -0.0807 0.3391
H 2.21913 0.22051 4.49026 -0.0452 -0.1523 0.0717
H 2.21546 -1.33048 3.57546 0.3248 0.0417 0.4279
H 3.09049 1.04936 1.99911 0.1651 0.2426 0.2426
H 3.68393 -0.60612 2.01375 0.1531 0.2018 -0.1949
H 4.31406 0.99609 4.35990 0.1249 0.5140 -0.2355
H 4.54172 3.71430 4.21954 -0.1147 -0.0150 0.0095
F -2.03536 -0.51925 2.80466 -0.0908 -0.1391 0.1398
C -3.07067 -0.48455 3.67235 -0.2556 0.0656 0.0222
C -4.17271 0.26069 3.31347 -0.0161 0.0152 0.0587
C -5.26354 0.30565 4.16866 0.1241 -0.1110 0.1417
C -5.22482 -0.38403 5.37497 0.0009 -0.0211 0.0284
C -4.09909 -1.12319 5.72015 -0.1127 0.1245 -0.1280
C -3.00968 -1.18272 4.86081 0.2163 -0.1051 0.0144
H -4.16274 0.78544 2.37577 0.0075 0.0167 -0.0635
H -6.14183 0.87659 3.89768 -0.0014 0.0151 -0.0121
H -6.07315 -0.34576 6.04540 0.0081 -0.0060 0.0035
H -4.06935 -1.65736 6.66032 0.0125 -0.0161 -0.0054
H -2.12832 -1.76162 5.10450 -0.0015 0.0157 -0.0108
F -5.40499 1.61883 0.95032 -0.3730 -0.0106 -0.2265
C -5.10917 1.56272 -0.36832 0.2460 -0.0060 -0.3223
C -6.06127 1.15922 -1.28181 -0.1971 -0.0463 0.1143
C -5.70726 1.09477 -2.62402 0.2395 0.0371 0.0501
C -4.41433 1.41857 -3.02464 -0.1505 -0.0322 0.0490
C -3.47753 1.82229 -2.08141 -0.3021 -0.0439 -0.2843
C -3.82898 1.90370 -0.74635 0.2256 0.0713 0.2149
H -7.05543 0.89553 -0.94573 0.0101 0.0187 0.0101
H -6.43951 0.78307 -3.35659 -0.0205 -0.0087 0.0182
H -4.13905 1.35295 -4.06915 -0.0077 0.0104 0.0062
H -2.47502 2.06995 -2.38368 0.0640 0.0537 -0.0257
H -3.11256 2.21893 0.00159 -0.0008 -0.0402 0.0023
F -0.71224 1.54281 -1.10255 0.0291 0.0266 0.0719
C 0.57260 1.62017 -1.51666 0.4696 0.0381 -0.0313
C 1.57136 1.20340 -0.65919 -0.1187 -0.0206 0.1163
C 2.88969 1.26743 -1.08370 -0.0230 -0.0085 -0.1528
C 3.18917 1.74940 -2.35123 0.0912 -0.0345 -0.0247
C 2.17104 2.16781 -3.19748 0.0339 -0.0756 0.1286
C 0.84864 2.10215 -2.78106 -0.2313 0.0320 -0.0895
H 1.31479 0.83192 0.32466 0.0077 0.2160 -0.3940
H 3.68227 0.93762 -0.42510 -0.0186 0.0613 0.0106
H 4.21889 1.79612 -2.67998 -0.0054 0.0160 -0.0125
H 2.40592 2.54350 -4.18406 -0.0137 -0.0169 -0.0173
H 0.03949 2.41347 -3.42931 -0.0041 0.0073 0.0166
F 2.83932 -1.81121 0.04127 -0.0493 0.0224 -0.0518
C 3.31009 -3.05570 -0.17252 0.0634 -0.3808 0.0183
C 3.32409 -3.95695 0.87309 -0.0704 0.0834 0.1694
C 3.80601 -5.23811 0.64664 0.0395 0.0305 -0.1417
C 4.27203 -5.59626 -0.61150 -0.0443 -0.0486 0.0497
C 4.25257 -4.67275 -1.64801 -0.4403 -0.7729 0.9751
C 3.76446 -3.39220 -1.43202 -0.5371 0.1992 0.7473
H 2.96239 -3.65534 1.84755 -0.0039 0.0188 -0.0146
H 3.81757 -5.95774 1.45395 0.0102 0.0185 0.0205
H 4.65001 -6.59521 -0.78331 -0.0107 0.0085 -0.0144
H 4.61878 -4.94952 -2.62762 -0.2508 -0.6395 0.3554
H 3.73357 -2.65889 -2.22758 -0.4228 -0.1717 0.8506
F 0.39966 -5.25656 -3.49773 0.0283 -0.0574 -0.0166
C -0.08441 -4.03048 -3.21537 -0.1141 0.2837 0.0714
C 0.79922 -3.01295 -2.91363 0.1532 -0.0407 -0.0734
C 0.29774 -1.75089 -2.62752 -0.1044 -0.0804 -0.0222
C -1.07310 -1.52581 -2.63772 -0.0075 0.0837 0.0061
C -1.94436 -2.56366 -2.93968 0.1365 0.0315 0.0089
C -1.45019 -3.82648 -3.23584 -0.1085 -0.1510 -0.0323
H 1.86346 -3.21128 -2.90484 -0.2235 -0.0395 -0.0976
H 0.97786 -0.94192 -2.39506 0.0447 -0.0046 0.0079
H -1.46197 -0.54214 -2.40869 -0.0063 -0.0077 0.0242
H -3.01244 -2.39004 -2.94346 -0.0069 -0.0087 -0.0112
H -2.11195 -4.64679 -3.48054 0.0265 -0.0184 0.0112
F 4.57744 0.28045 -5.19657 -0.0017 0.0344 -0.0098
C 5.01198 -0.98737 -5.05816 0.0407 -0.2060 0.0300
C 4.69247 -1.68707 -3.91063 0.0649 0.1141 -0.1522
C 5.13852 -2.99400 -3.77549 0.5244 0.1766 -0.6741
C 5.90055 -3.57901 -4.77809 -0.0075 0.1321 -0.0817
C 6.21405 -2.85676 -5.92142 -0.0375 -0.0619 0.0886
C 5.76469 -1.55213 -6.06861 0.0383 0.0981 -0.1315
H 4.10306 -1.21036 -3.13686 0.0294 0.2440 -0.1199
H 4.89041 -3.55726 -2.88526 1.1871 1.1649 -1.7686
H 6.24912 -4.59723 -4.66781 0.0273 -0.0422 0.0000
H 6.81041 -3.30960 -6.70191 -0.0045 0.0186 -0.0374
H 5.99183 -0.97555 -6.95542 -0.0094 0.0241 0.0252
F -7.96201 3.56472 3.74753 -0.0153 -0.0230 0.0155
C -6.99058 4.44844 3.43919 0.2102 0.2129 -0.0604
C -7.19151 5.78860 3.70535 -0.1732 0.0518 0.0816
C -6.18654 6.69198 3.38964 0.0857 -0.1282 -0.0591
C -5.00566 6.24802 2.80857 0.0263 0.0459 -0.0107
C -4.82668 4.89619 2.54639 -0.0901 0.1137 0.0523
C -5.82311 3.98592 2.86654 -0.0068 -0.0445 0.0707
H -8.12150 6.11451 4.15223 0.0028 -0.0302 0.0048
H -6.32597 7.74428 3.59762 -0.0251 0.0020 -0.0001
H -4.22588 6.95603 2.56082 -0.0028 -0.0050 -0.0011
H -3.90891 4.54826 2.09057 -0.0017 -0.0259 0.0106
H -5.69933 2.93401 2.67877 -0.0210 -0.0680 -0.0058
```
Positions in Å, forces in eV/Å.

Values from the calculation:
E	-84864.94230	eV
HOMO energy	-9.000	eV
LUMO level	0.23	eV
spin multiplicity	1
relative energy (zero: lowest compared OMol25 entry of this formula, charge and spin)	72.1	kJ/mol
gap between HOMO and LUMO	9.24	eV

Atomic partial charges in e from the Löwdin method, atoms 1 to 8: atom 1 (C): -0.09, atom 2 (C): -0.20, atom 3 (C): -0.23, atom 4 (N): -0.09, atom 5 (O): -0.35, atom 6 (S): 0.93, atom 7 (O): -0.42, atom 8 (O): -0.27